1.
{
  "formula": "C7H16O5",
  "method": "the ωB97M-V functional and the def2-TZVPD basis",
  "spin_multiplicity": 2,
  "total_charge": 1,
  "symbols": ["C", "C", "C", "C", "C", "O", "C", "C", "H", "H", "H", "H", "H", "H", "H", "H", "H", "H", "O", "H", "H", "O", "H", "H", "O", "H", "H", "O"],
  "coordinates": [[0.688682, 1.811025, 3.096997], [0.210923, 0.952329, 1.982789], [-1.093795, 1.042168, 1.490344], [-1.452674, 0.077597, 0.583673], [-0.516745, -0.816133, -0.037468], [-1.050073, -1.873542, -0.639895], [0.848161, -0.687807, 0.239559], [1.185924, 0.118725, 1.289218], [0.573793, 1.226594, 4.022269], [0.108787, 2.712783, 3.207474], [1.740450, 2.076249, 2.964605], [-1.807174, 1.807738, 1.765182], [-2.467471, 0.033229, 0.197299], [-1.056263, -1.747838, -1.602643], [1.651457, -1.197704, -0.306927], [2.210734, 0.195227, 1.643064], [-1.130158, 0.819642, -3.622916], [-0.982131, -0.073728, -2.379645], [-1.517404, 0.069072, -3.160155], [-4.315591, -0.269372, -1.048420], [-4.137030, -1.692528, -0.470053], [-4.320710, -0.779012, -0.229723], [4.088536, -1.874737, -0.477210], [3.411103, -2.262246, 0.765257], [3.266354, -2.301498, -0.191635], [1.987395, 0.160025, -2.685352], [2.213710, 1.623637, -3.124700], [1.661219, 0.850109, -3.270979]],
  "forces_ev_per_angstrom": [[0.18, -0.45, -0.15], [0.98, 0.72, -0.17], [-0.15, -1.03, -0.76], [-0.49, 0.92, -0.41], [-0.75, -0.03, 1.69], [0.15, 0.36, -0.94], [1.21, 0.38, -0.04], [-0.54, 0.24, 0.20], [0.17, 0.14, 0.01], [-0.31, 0.23, 0.02], [-0.08, -0.14, 0.18], [0.11, -0.13, 0.42], [-0.04, -0.22, 0.23], [-0.04, -0.72, -0.24], [-0.62, -0.22, 0.30], [-0.10, -0.11, -0.17], [0.26, -0.07, 0.04], [0.37, 0.66, -0.19], [-0.52, -0.37, 0.14], [-0.21, -0.23, -0.11], [-0.12, -0.01, -0.14], [0.19, 0.24, 0.08], [-0.12, -0.27, -0.48], [-0.33, -0.42, 0.00], [0.84, 0.53, 0.45], [0.22, 0.10, -0.12], [0.10, -0.05, 0.02], [-0.37, -0.06, 0.13]]
}

2.
{
  "formula": "C39H53Cl45O10P2S",
  "method": "the ωB97M-V functional and the def2-TZVPD basis",
  "symbols": ["C", "C", "C", "C", "C", "C", "P", "O", "O", "O", "S", "O", "O", "O", "C", "C", "C", "P", "O", "O", "C", "C", "O", "C", "C", "C", "O", "C", "C", "C", "C", "C", "C", "C", "C", "C", "C", "H", "H", "H", "H", "H", "H", "H", "H", "H", "H", "H", "H", "H", "H", "H", "H", "H", "H", "H", "H", "H", "H", "H", "H", "H", "H", "H", "H", "H", "H", "H", "H", "H", "H", "H", "H", "H", "H", "C", "Cl", "Cl", "Cl", "H", "C", "Cl", "Cl", "Cl", "H", "C", "Cl", "Cl", "Cl", "H", "C", "Cl", "Cl", "Cl", "H", "C", "Cl", "Cl", "Cl", "H", "C", "Cl", "Cl", "Cl", "H", "C", "Cl", "Cl", "Cl", "H", "C", "Cl", "Cl", "Cl", "H", "C", "Cl", "Cl", "Cl", "H", "C", "Cl", "Cl", "Cl", "H", "C", "Cl", "Cl", "Cl", "H", "C", "Cl", "Cl", "Cl", "H", "C", "Cl", "Cl", "Cl", "H", "C", "Cl", "Cl", "Cl", "H", "C", "Cl", "Cl", "Cl", "H"],
  "coordinates": [[9.129554, 0.623719, 1.567825], [8.495212, 0.445190, 0.571103], [7.689241, 0.190317, -0.615044], [6.419208, -0.562578, -0.202142], [5.544470, -0.869645, -1.426507], [4.080324, -1.300096, -1.136603], [3.431723, -1.899852, -2.812276], [2.123305, -0.970018, -3.168650], [4.529169, -1.409410, -3.933016], [4.245120, -2.509149, -0.364223], [3.942946, -2.311846, 1.187274], [5.141957, -2.392396, 1.945587], [2.918479, -3.185072, 1.642507], [3.468376, -0.794006, 1.077182], [3.198100, -0.355579, -0.291658], [3.640927, 1.070007, -0.549701], [2.595920, 2.149265, -0.127065], [3.543727, 3.675477, 0.133626], [4.073663, 3.695464, 1.503500], [4.689095, 3.692280, -0.980294], [6.037389, 3.836382, -0.471656], [6.378212, 5.270216, -0.128593], [2.663714, 4.997939, -0.113074], [1.278771, 4.849589, -0.478310], [0.382194, 4.470014, 0.705648], [1.696859, -0.535393, -0.412171], [1.372605, -1.892530, -0.344699], [0.081379, -2.219889, -0.746723], [0.007788, -2.923943, -1.922604], [-1.195000, -3.355790, -2.439220], [-1.293777, -4.146611, -3.718219], [-2.335629, -3.052267, -1.701557], [-2.266023, -2.348617, -0.533718], [-1.051473, -1.898575, -0.003984], [-1.115399, -1.136459, 1.310619], [-1.414270, 0.346442, 1.025874], [0.072382, -1.354551, 2.276275], [9.465044, 0.614213, 2.575503], [7.456550, 1.114658, -1.144389], [8.297028, -0.459949, -1.246833], [5.906277, -0.079902, 0.623965], [6.760502, -1.514105, 0.201431], [5.586132, -0.031244, -2.121405], [5.995072, -1.731872, -1.914464], [1.816581, -1.274914, -4.032886], [4.847796, -2.177504, -4.418014], [3.855901, 1.205074, -1.607106], [4.556896, 1.310734, -0.016986], [1.853036, 2.213253, -0.918610], [2.190637, 1.872607, 0.841551], [6.692599, 3.558277, -1.297484], [6.265211, 3.154251, 0.345284], [6.067941, 5.920965, -0.943809], [7.464586, 5.339642, -0.084865], [5.968630, 5.577357, 0.829078], [0.961325, 5.834006, -0.814499], [1.154981, 4.189666, -1.336284], [-0.547986, 5.030214, 0.626565], [0.874555, 4.799941, 1.618015], [0.148927, 3.408155, 0.721246], [1.266560, 0.039492, 0.404922], [1.309372, -0.071335, -1.324690], [0.911977, -3.147224, -2.473437], [-0.623906, -5.003929, -3.665906], [-1.076406, -3.505981, -4.570106], [-2.302451, -4.547130, -3.791436], [-3.314628, -3.386088, -2.025792], [-3.172816, -2.147659, 0.024004], [-1.998762, -1.516136, 1.824361], [-1.424320, 0.937215, 1.939903], [-0.784091, 0.776783, 0.249019], [-2.434385, 0.394149, 0.644809], [0.713809, -2.177781, 1.991019], [-0.322163, -1.585230, 3.266539], [0.637977, -0.430892, 2.392234], [-4.664817, 1.712350, 3.267228], [-6.391841, 1.367901, 3.189681], [-3.760421, 0.267499, 3.731640], [-4.086494, 2.351860, 1.729297], [-4.508060, 2.466922, 4.025199], [0.763171, -5.956646, 0.898915], [0.212153, -7.376950, 1.796496], [1.827374, -6.436556, -0.429448], [-0.596635, -5.025660, 0.286257], [1.331315, -5.327424, 1.573627], [-3.222648, 5.513495, 4.222746], [-4.951259, 5.143622, 4.185046], [-2.280675, 4.077470, 4.637801], [-2.693468, 6.183441, 2.678123], [-3.052704, 6.256141, 4.992632], [3.495011, -9.687998, -1.133264], [1.790109, -10.119137, -1.189365], [4.483599, -11.088040, -0.678721], [4.020735, -8.998771, -2.672404], [3.626320, -8.929197, -0.372898], [-8.662522, 5.131056, 2.758862], [-10.263937, 4.546911, 2.308178], [-8.235027, 4.597310, 4.388639], [-7.449802, 4.590422, 1.598676], [-8.685157, 6.210315, 2.752161], [-7.934786, 8.686591, 5.740752], [-8.167449, 10.413834, 5.989431], [-9.233177, 7.759121, 6.496528], [-7.816697, 8.311369, 4.019072], [-7.003550, 8.397096, 6.209822], [-12.778454, 8.564784, 5.345883], [-13.022976, 10.310623, 5.435320], [-14.108994, 7.705792, 6.129743], [-12.578374, 8.050605, 3.671591], [-11.867372, 8.327931, 5.877133], [3.574746, -12.996130, -4.891335], [4.031261, -12.447767, -3.278144], [3.836101, -14.733033, -5.070910], [1.893051, -12.581574, -5.237146], [4.201688, -12.486718, -5.612518], [10.214748, 4.648009, -2.144145], [9.646437, 3.283229, -1.179640], [11.025854, 4.084698, -3.605329], [8.888873, 5.745024, -2.547368], [10.933201, 5.197188, -1.550479], [-14.968116, 4.356601, 3.572578], [-15.282724, 3.709138, 5.183792], [-15.657464, 5.970604, 3.399457], [-13.235290, 4.384942, 3.242673], [-15.442528, 3.707925, 2.848570], [-1.983203, -2.762257, -7.890464], [-0.222183, -2.696173, -8.010292], [-2.550679, -4.430033, -7.961333], [-2.532927, -1.977808, -6.409616], [-2.399648, -2.226204, -8.732638], [-2.269593, 6.087401, 8.382655], [-3.997974, 5.734040, 8.312908], [-1.350233, 4.640639, 8.779623], [-1.720886, 6.773233, 6.848522], [-2.102311, 6.822243, 9.158663], [3.854220, 0.317694, -6.790774], [5.559240, -0.122898, -6.777854], [3.647370, 2.021051, -7.195573], [2.947107, -0.707816, -7.907702], [3.465403, 0.156618, -5.793232], [4.268359, -15.275018, -9.603056], [6.019719, -15.158767, -9.787605], [3.751948, -16.961328, -9.592876], [3.739847, -14.455719, -8.131199], [3.807634, -14.786776, -10.451340], [-8.001748, -1.395125, 4.979904], [-7.482126, -0.943403, 6.604192], [-7.865571, -3.137344, 4.737965], [-9.649293, -0.843083, 4.671894], [-7.349010, -0.903137, 4.272991]],
  "forces_ev_per_angstrom": [[-0.24, -0.27, 0.63], [-0.07, 0.36, -0.34], [0.02, -0.24, 0.33], [0.22, -0.68, -0.22], [-0.19, 0.49, 0.71], [1.05, 0.59, -0.78], [-0.67, -2.48, -0.15], [0.82, 0.68, -0.06], [-0.12, 0.84, 0.24], [-0.70, -0.33, 0.25], [0.20, -0.41, 0.73], [0.32, 0.53, -0.34], [-0.46, 0.14, -0.56], [0.48, 0.03, 0.24], [0.14, -0.64, -0.14], [-0.65, 0.97, 0.66], [0.92, -0.27, -0.93], [0.00, 0.69, 1.24], [0.26, -0.25, 0.06], [-0.37, -0.10, 0.37], [0.93, 0.37, -0.68], [0.19, -0.24, 0.06], [-0.23, -1.13, -0.75], [-0.57, 0.74, 0.16], [0.24, 0.22, -0.46], [-0.30, 0.87, -0.46], [0.00, -0.12, -0.11], [0.28, 0.73, 0.35], [0.00, -0.24, -0.96], [-0.50, 0.00, 0.10], [-0.05, -0.01, 0.71], [-0.41, -0.39, -0.62], [0.41, 0.46, 0.67], [-0.24, 0.00, 0.11], [0.49, 0.04, -0.09], [-0.63, -0.45, -0.04], [-0.57, 0.19, 0.14], [0.38, 0.25, -0.04], [0.06, 0.04, -0.09], [-0.16, 0.13, -0.41], [-0.02, 0.27, -0.09], [-0.11, -0.03, 0.21], [-0.15, -0.06, -0.14], [0.04, 0.07, -0.26], [-0.28, 0.04, 0.09], [0.01, -0.04, 0.02], [-0.07, -0.14, -0.10], [0.17, -0.46, 0.04], [-0.34, 0.06, 0.26], [-0.29, 0.31, 0.04], [-0.25, -0.19, -0.20], [-0.42, -0.02, 0.17], [-0.19, 0.13, 0.09], [0.05, 0.03, 0.17], [-0.20, 0.10, -0.05], [0.26, 0.12, -0.09], [0.12, -0.13, 0.03], [-0.13, -0.14, 0.01], [-0.02, -0.22, 0.15], [0.06, -0.06, 0.27], [-0.08, -0.19, 0.27], [0.14, -0.17, -0.06], [0.14, -0.05, 0.23], [0.20, 0.06, -0.26], [0.06, -0.24, -0.16], [-0.07, 0.06, -0.30], [0.06, -0.08, -0.19], [-0.04, 0.01, 0.03], [-0.08, -0.08, -0.07], [0.32, 0.11, 0.01], [0.27, 0.08, 0.17], [0.00, 0.11, -0.15], [0.20, 0.02, -0.10], [0.02, 0.02, 0.06], [0.31, -0.10, -0.06], [0.03, -0.10, -0.06], [-0.08, 0.04, -0.01], [-0.01, 0.02, 0.03], [-0.14, 0.14, 0.08], [0.01, 0.01, 0.01], [-0.05, 0.01, 0.04], [0.04, 0.01, 0.00], [0.07, 0.05, -0.04], [-0.02, -0.53, 0.37], [0.04, 0.01, -0.05], [-0.08, -0.09, -0.16], [0.08, 0.07, 0.07], [-0.04, 0.02, 0.00], [-0.01, 0.01, 0.03], [-0.11, -0.14, -0.17], [-0.05, -0.03, 0.01], [0.01, -0.03, -0.01], [0.05, 0.31, 0.32], [0.03, 0.05, 0.06], [-0.01, -0.01, 0.02], [0.02, -0.23, -0.03], [0.16, 0.02, -0.05], [-0.10, 0.04, 0.00], [0.00, 0.06, -0.04], [-0.02, 0.02, 0.03], [-0.07, 0.03, 0.00], [0.01, -0.03, -0.01], [0.04, -0.04, 0.02], [0.07, 0.11, 0.01], [0.00, -0.02, -0.01], [-0.09, 0.03, 0.01], [0.02, 0.00, 0.02], [0.11, 0.03, -0.03], [0.04, -0.02, 0.02], [0.01, 0.01, 0.00], [0.00, -0.05, 0.13], [-0.09, -0.25, -0.43], [0.00, 0.02, 0.45], [0.02, 0.02, -0.04], [-0.01, -0.01, -0.01], [-0.04, -0.05, -0.06], [0.03, 0.04, 0.05], [0.01, 0.02, 0.01], [0.08, -0.05, -0.03], [0.00, 0.01, 0.00], [0.02, 0.09, 0.04], [-0.02, -0.01, -0.02], [-0.08, -0.08, -0.07], [-0.15, -0.04, 0.07], [0.01, -0.01, 0.01], [0.03, -0.09, 0.07], [-0.01, 0.02, -0.01], [0.00, 0.03, -0.01], [-0.06, 0.10, -0.06], [0.01, 0.01, 0.00], [-0.05, -0.18, -0.02], [0.00, 0.03, -0.01], [-0.01, 0.04, 0.00], [0.27, 0.25, 0.30], [-0.01, 0.02, -0.02], [0.01, 0.04, 0.02], [0.04, -0.01, -0.05], [-0.01, -0.03, 0.02], [-0.01, -0.01, 0.04], [0.04, 0.00, 0.02], [0.02, 0.06, 0.03], [-0.02, 0.02, -0.02], [-0.02, 0.02, -0.02], [0.00, -0.08, -0.46], [0.01, -0.01, -0.01], [-0.05, -0.06, 0.05], [0.01, 0.02, -0.02], [0.01, 0.03, -0.01], [0.02, 0.02, -0.02], [0.04, -0.02, -0.01]]
}

| no. | calculated total energy (Ha) | largest force on an atom (eV Å⁻¹) |
| --- | --- | --- |
| 1 | -652.19704 | 1.85 |
| 2 | -24059.74506 | 2.57 |